Computed, not measured: a structure of composition C62H46AuF9N4O2PS3, with ωB97M-V/def2-TZVPD.

Computed properties:
**HOMO-LUMO gap**: 4.678 eV
**Total charge**: +3

Structure (XYZ):
```
128
Properties=species:S:1:pos:R:3:mulliken_charge:R:1
Au -0.37692 -2.51728 0.63993 0.36
C 2.67709 7.49444 0.60062 -1.66
C 2.13919 6.10204 0.45449 0.88
C 2.87096 5.12816 -0.22945 -1.04
C 2.39827 3.83601 -0.35380 -0.59
C 1.17130 3.51144 0.21854 0.57
C 0.43282 4.45403 0.91684 -0.43
C 0.91945 5.74850 1.02182 -1.10
S 0.50821 1.88525 0.10499 0.84
O 1.62324 0.88599 0.26584 -0.95
C 0.09222 1.79509 -1.62819 0.49
C 1.07987 1.45825 -2.58260 -0.25
C 0.72290 1.36951 -3.89402 -0.69
C -0.62122 1.58751 -4.30691 0.08
C -1.00852 1.44346 -5.66280 -0.74
C -2.31089 1.61383 -6.03488 -0.85
C -3.28898 1.94832 -5.07178 -0.78
C -2.94403 2.10576 -3.75902 -1.14
C -1.59694 1.92865 -3.34693 1.11
C -1.19937 2.02384 -1.97904 -0.06
C -2.17052 2.32541 -0.90404 -0.97
C -2.61814 3.65880 -0.67706 1.21
C -2.17586 4.73796 -1.48660 -0.75
C -2.58240 6.01266 -1.21516 -1.00
C -3.44950 6.27430 -0.13128 -0.76
C -3.88916 5.25440 0.66476 -1.05
C -3.47488 3.92431 0.41596 0.83
C -3.88312 2.85392 1.26158 -1.53
C -3.46444 1.58080 1.02684 -0.75
C -2.60218 1.33995 -0.07490 1.42
S -2.16427 -0.29752 -0.50192 0.94
O -1.48285 -0.87901 0.82841 0.61
C -3.77137 -0.99935 -0.66972 0.43
C -4.60533 -1.37719 0.37803 -0.24
C -5.85974 -1.87400 0.07672 -1.25
C -6.30167 -1.99012 -1.24345 0.92
C -7.67900 -2.49443 -1.54903 -1.57
C -5.44428 -1.59872 -2.27072 -0.96
C -4.17839 -1.10935 -1.99590 -0.74
H 3.36226 7.74297 -0.20713 0.41
H 3.22539 7.58817 1.53902 0.31
H 1.87453 8.22952 0.61671 0.41
H 3.82195 5.39420 -0.67110 0.46
H 2.97192 3.08901 -0.88242 0.30
H -0.51135 4.18316 1.37029 0.56
H 0.34807 6.49130 1.56037 0.49
H 2.09467 1.29479 -2.26091 0.34
H 1.46236 1.13305 -4.64775 0.51
H -0.25519 1.19624 -6.39818 0.57
H -2.59909 1.49830 -7.06989 0.43
H -4.31506 2.08921 -5.38201 0.52
H -3.69487 2.38103 -3.03015 0.61
H -1.51561 4.54555 -2.31999 0.57
H -2.24143 6.83057 -1.83316 0.52
H -3.76594 7.28877 0.06553 0.45
H -4.55765 5.45012 1.49213 0.51
H -4.54882 3.06532 2.08750 0.53
H -3.79931 0.76866 1.65544 0.41
H -4.28832 -1.27676 1.40629 0.37
H -6.51932 -2.17271 0.88088 0.45
H -8.06980 -3.10773 -0.73995 0.40
H -7.69093 -3.07756 -2.46823 0.41
H -8.36120 -1.65284 -1.68765 0.31
H -5.76768 -1.68626 -3.29804 0.45
H -3.52048 -0.81218 -2.80252 0.62
N 1.32464 -6.03963 -0.73046 0.17
C 0.42200 -6.61409 0.12247 -0.88
C -0.27208 -5.59781 0.67956 -0.29
N 0.21482 -4.39749 0.16424 0.58
C 1.18519 -4.72196 -0.68553 -1.00
H 2.00570 -6.53346 -1.29429 0.26
H 0.34238 -7.67710 0.24752 0.42
H -1.09774 -5.64084 1.35614 0.67
H 1.78398 -4.04964 -1.26324 0.92
S -2.38288 -3.45335 1.58893 -0.53
C -2.17287 -2.88795 3.23690 0.17
N -1.48566 -3.65496 4.12015 0.13
C -1.44592 -3.39336 5.43700 -0.02
C -2.10143 -2.27820 5.89896 -0.82
C -2.72635 -1.48229 4.94172 0.00
N -2.76437 -1.78577 3.64532 -0.21
H -1.03840 -4.49553 3.76076 0.20
H -0.89044 -4.08177 6.05877 0.47
H -2.12588 -2.03834 6.95059 0.47
H -3.21594 -0.56019 5.22784 0.52
F 4.22365 -7.55661 0.97327 -0.25
C 4.83955 -6.66206 1.77362 0.80
F 6.13373 -6.66968 1.46711 -0.25
F 4.68972 -7.08077 3.02926 -0.26
C 4.21354 -5.30381 1.55417 0.12
C 3.18261 -4.86880 2.38120 -0.98
C 2.51145 -3.70323 2.07163 -0.33
C 2.83920 -2.97658 0.93005 0.32
C 3.91555 -3.38345 0.14951 -0.29
C 4.60409 -4.54800 0.46290 -1.07
P 1.84166 -1.51314 0.49957 0.49
C 2.21685 -0.46490 1.90017 1.30
C 1.20795 0.22012 2.56565 -1.00
C 1.53139 1.06849 3.60874 -0.97
C 2.86413 1.23555 3.96456 0.17
C 3.86840 0.53299 3.31342 -1.38
C 3.54882 -0.33790 2.28616 -0.10
C 3.24878 2.16604 5.09735 0.83
F 2.22690 2.93814 5.46927 -0.27
F 3.64123 1.46133 6.16773 -0.25
F 4.26054 2.95954 4.73861 -0.25
C 2.48643 -1.06605 -1.11568 1.49
C 3.47959 -0.09749 -1.24737 -0.53
C 3.96108 0.21439 -2.50437 -1.02
C 3.43609 -0.40951 -3.63008 0.35
C 2.43739 -1.36024 -3.50657 -1.38
C 1.96171 -1.68070 -2.24489 -0.67
C 3.93497 0.01174 -4.99578 0.80
F 5.15561 -0.47531 -5.23310 -0.28
F 4.00238 1.34541 -5.07614 -0.23
F 3.12093 -0.41230 -5.96853 -0.26
H 2.92079 -5.44539 3.25687 0.52
H 1.72062 -3.35561 2.72798 0.56
H 4.21896 -2.80493 -0.71384 0.33
H 5.43618 -4.87008 -0.14893 0.53
H 0.17089 0.10734 2.25905 0.54
H 0.75948 1.61525 4.13030 0.65
H 4.90075 0.66429 3.60859 0.50
H 4.33528 -0.90280 1.80002 0.58
H 3.87410 0.41067 -0.37970 0.43
H 4.73186 0.96641 -2.61376 0.46
H 2.02081 -1.82880 -4.38613 0.53
H 1.13504 -2.37533 -2.16654 0.70
```

Computed, not measured: a structure of composition C62H46O4P3S2SiV, with ωB97M-V/def2-TZVPD.

Computed properties:
**<S²>**: 0.786
**HOMO-LUMO gap (spin up / spin down)**: 6.932 / 6.913 eV
**Total charge**: -1
**2S+1**: 2

Structure (XYZ):
```
119
Properties=species:S:1:pos:R:3:mulliken_charge:R:1
V 0.38957 -0.36406 -0.64917 -1.34
C 2.50916 4.69010 3.37615 -0.70
C 3.23720 3.65356 2.81207 -1.08
C 2.66300 2.80142 1.87383 -0.34
C 1.34179 2.96455 1.43844 0.92
C 0.60583 3.96050 2.09486 -0.48
C 1.17407 4.81929 3.02804 -0.87
P 0.56856 2.00515 -0.03690 0.98
C 1.75963 2.43606 -1.36431 -0.39
C 2.09421 1.34612 -3.76406 -1.38
C 2.64210 1.92052 -4.83836 -0.96
C 2.57231 3.31932 -5.28140 -0.44
C 2.42021 4.41043 -4.53605 -0.91
C 1.39715 3.46125 -2.39773 -0.36
C -0.97631 3.01624 -0.15152 -0.24
C -1.06740 4.39386 -0.32670 -0.10
C -2.30009 5.02732 -0.24904 -1.03
C -3.44267 4.29803 0.05923 -1.15
C -3.35131 2.92100 0.22980 -0.51
C -2.12921 2.25945 0.07741 0.62
Si -1.88556 0.39088 -0.08194 0.62
C -3.16693 -0.24485 -1.32998 0.57
C -4.37403 0.34136 -1.74030 -0.19
C -5.25428 -0.35233 -2.55690 -0.74
C -4.95340 -1.64857 -2.97603 -0.95
C -3.75819 -2.23478 -2.59920 -0.20
C -2.86624 -1.52821 -1.79119 -1.03
P -1.20274 -2.13190 -1.28713 3.19
C -0.74128 -2.98401 -2.85872 0.87
C -0.54247 -4.35054 -2.99475 -0.39
C -0.25484 -4.90615 -4.24087 -0.70
C -0.16284 -4.09879 -5.35776 -0.83
C -0.36196 -2.72614 -5.23064 -0.43
C -0.64806 -2.17409 -3.99680 -0.15
C -1.65008 -3.48650 -0.11273 0.93
C -2.91694 -3.50333 0.47584 -0.88
C -3.28757 -4.51281 1.35526 -0.74
C -2.40266 -5.54283 1.64344 -0.99
C -1.13627 -5.53065 1.07575 -1.19
C -0.75018 -4.49885 0.22906 0.38
C -2.48157 -0.39655 1.53862 0.61
C -3.83323 -0.42651 1.92151 -0.09
C -4.21867 -0.96162 3.13655 -0.68
C -3.25409 -1.45511 4.01629 -1.11
C -1.91768 -1.42442 3.66567 -0.40
C -1.52944 -0.93055 2.41377 -0.44
P 0.23670 -0.76327 1.91063 2.31
C 0.74509 0.37441 3.29434 0.68
C -0.12840 1.39473 3.67142 0.13
C 0.16006 2.22586 4.74281 -0.66
C 1.33987 2.06358 5.45415 -0.82
C 2.22513 1.06478 5.08134 -0.73
C 1.93077 0.22872 4.01164 -0.71
C 1.08308 -2.31004 2.43479 1.29
C 0.42959 -3.42800 2.92874 -1.26
C 1.15068 -4.56870 3.27830 -0.79
C 2.52254 -4.61298 3.10686 -1.06
C 3.17925 -3.51363 2.56393 -0.90
C 2.46528 -2.37883 2.22879 -0.59
H 2.96470 5.36481 4.09250 0.39
H 4.27031 3.49036 3.09937 0.45
H 3.26029 1.98799 1.49468 0.40
H -0.45223 4.07156 1.91402 0.25
H 0.55365 5.57865 3.49204 0.43
H 2.19759 0.27818 -3.65754 0.16
H 3.15855 1.25051 -5.51940 0.48
H 2.70051 3.47182 -6.34966 0.37
H 2.43344 5.37462 -5.03731 0.36
H 0.44157 3.92558 -2.21449 1.08
H -0.17497 4.99152 -0.46822 0.65
H -2.36216 6.09948 -0.39671 0.39
H -4.39847 4.79977 0.16126 0.41
H -4.24648 2.35914 0.47940 0.50
H -4.61933 1.35410 -1.44379 0.49
H -6.17699 0.11811 -2.87909 0.40
H -5.64377 -2.18739 -3.61414 0.40
H -3.50438 -3.23003 -2.94977 0.54
H -0.60862 -5.00644 -2.14307 0.33
H -0.09557 -5.97436 -4.32345 0.43
H 0.07570 -4.53006 -6.32308 0.34
H -0.27368 -2.07855 -6.09415 0.45
H -0.77130 -1.10200 -3.90748 0.01
H -3.62739 -2.71967 0.25407 0.22
H -4.27298 -4.49318 1.80567 0.45
H -2.69448 -6.34217 2.31555 0.37
H -0.42076 -6.30770 1.31805 0.51
H 0.27383 -4.47016 -0.12173 -0.07
H -4.59117 -0.03840 1.24431 0.32
H -5.26758 -0.99005 3.41151 0.42
H -3.55044 -1.85347 4.97958 0.38
H -1.16946 -1.77198 4.36797 0.55
H -1.05436 1.54526 3.12719 0.21
H -0.53604 3.01128 5.01258 0.44
H 1.57198 2.72030 6.28469 0.35
H 3.15435 0.93011 5.62240 0.44
H 2.63016 -0.54997 3.75983 0.47
H -0.64833 -3.44227 3.02175 0.30
H 0.62085 -5.43389 3.66028 0.49
H 3.07693 -5.50850 3.36303 0.35
H 4.24406 -3.55232 2.37115 0.43
H 2.97997 -1.55146 1.75227 0.32
O 2.96624 -2.12847 -3.16571 -0.73
C 2.13928 -1.94418 -2.30936 0.14
O 1.23696 -0.98706 -2.29193 0.29
C 1.98667 -2.84463 -1.07623 0.20
O 2.56353 -3.89315 -0.90761 -0.77
O 1.07781 -2.34920 -0.25932 0.01
S 2.80471 0.26776 -0.17347 -0.36
C 3.05653 1.82468 -0.99632 0.59
C 4.26657 2.33016 -1.24707 -0.40
C 4.56396 3.63337 -1.84883 -0.50
C 3.80434 4.50732 -2.51594 -0.94
C 2.37587 4.44966 -3.01747 -0.66
C 1.23151 2.00094 -2.75233 1.98
S -0.40316 1.22519 -2.54059 -0.35
H 5.12398 1.73509 -0.94729 0.46
H 5.59916 3.94262 -1.72625 0.29
H 4.30736 5.41507 -2.84115 0.34
H 1.95499 5.42686 -2.76425 0.52
```

One value per record, in order, for energy: -5329.29612; -5745.27235 a.u..
One value per record, in order, for molar mass: 1374.20; 1091.13 g mol⁻¹.
One value per record, in order, for ΔE to the lowest compared entry with this formula, charge and spin: 2.072; 1.485 eV.